(1)
Here is C6H13NO2S in the gas phase from the Open Molecules 2025 dataset. Energies are from ωB97M-V/def2-TZVPD.

Last columns: bonded neighbours and bond lengths (Å).
Cartesian coordinates (Å):
1 C 0.66 0.88 0.22  C2 1.520, C6 1.542, N7 1.256
2 C 1.48 1.46 -0.92  C1 1.520, H11 1.024, H12 1.085, H13 1.106
3 C 1.63 -2.13 0.40  C5 1.498, H14 1.027, H15 1.169, H16 1.057
4 C -2.19 1.46 -0.80  S10 1.814, H17 1.142, H18 1.118, H19 1.087
5 C 0.29 -1.58 0.76  C3 1.498, C6 1.511, H20 1.117, H21 1.104
6 C -0.08 -0.42 -0.15  C1 1.542, C5 1.511, S10 1.904, H22 1.122
7 N 0.80 1.44 1.33  C1 1.256, H23 1.031
8 O -2.54 -1.21 -0.52  S10 1.433
9 O -2.25 0.21 1.49  S10 1.430
10 S -1.93 -0.08 0.12  C4 1.814, C6 1.904, O8 1.433, O9 1.430
11 H 1.77 2.39 -0.62  C2 1.024
12 H 2.20 0.80 -1.39  C2 1.085
13 H 0.81 1.55 -1.80  C2 1.106
14 H 2.36 -1.43 0.55  C3 1.027
15 H 1.74 -2.94 1.24  C3 1.169
16 H 1.72 -2.69 -0.50  C3 1.057
17 H -1.13 1.87 -0.97  C4 1.142
18 H -2.73 1.32 -1.77  C4 1.118
19 H -2.79 2.07 -0.12  C4 1.087
20 H -0.47 -2.40 0.71  C5 1.117
21 H 0.43 -1.38 1.83  C5 1.104
22 H 0.02 -0.57 -1.26  C6 1.122
23 H 0.22 1.38 2.18  N7 1.031

Energy above the lowest of the compared OMol25 structures with the same formula, charge and spin (eV): 1.065
LUMO level (spin up / spin down) (eV): 0.75 / -2.42
Charge: 0
E_HOMO (spin up / spin down) (hartree): -0.207 / -0.371
Spin multiplicity: 3
⟨S²⟩: 2.0062

Atomic partial charges in e from the Löwdin method, atoms 1 to 2: atom 1 (C): -0.50, atom 2 (C): -0.04

***

(2)
Here is a gas-phase ion, C6H16INOP (charge -1) from the Open Molecules 2025 dataset. Energies are from ωB97M-V/def2-TZVPD.

Last columns: bonded neighbours and bond lengths (Å).
Cartesian coordinates (Å):
1 C -2.19 -0.73 2.28  C2 1.522, H11 1.089, H12 1.086, H13 1.085
2 C -0.76 -1.22 2.37  C1 1.522, O3 1.401, H14 1.088, H15 1.091
3 O -0.38 -2.06 1.32  C2 1.401, C4 1.437
4 C -0.01 -1.35 0.12  O3 1.437, C5 1.504, H16 1.085, H17 1.091
5 C 1.37 -0.76 0.18  C4 1.504, P6 1.924, H18 1.085, H19 1.090
6 P 1.83 0.30 -1.36  C5 1.924, I7 2.710, C8 1.929, H20 1.443, H21 1.456, H22 1.451
7 I 3.51 1.82 0.12  P6 2.710
8 C 0.43 1.59 -1.03  P6 1.929, C9 1.490, H23 1.091, H24 1.084
9 C -0.71 1.49 -1.98  C8 1.490, N10 1.273, H25 1.091
10 N -1.42 2.49 -2.31  C9 1.273, H26 1.017
11 H -2.33 0.11 2.95  C1 1.089
12 H -2.90 -1.51 2.57  C1 1.086
13 H -2.44 -0.39 1.28  C1 1.085
14 H -0.65 -1.81 3.28  C2 1.088
15 H -0.09 -0.37 2.46  C2 1.091
16 H -0.08 -2.08 -0.67  C4 1.085
17 H -0.78 -0.59 -0.07  C4 1.091
18 H 1.53 -0.17 1.08  C5 1.085
19 H 2.09 -1.58 0.20  C5 1.090
20 H 2.98 -0.53 -1.59  P6 1.443
21 H 2.21 1.11 -2.51  P6 1.456
22 H 0.99 -0.54 -2.20  P6 1.451
23 H 0.03 1.48 -0.02  C8 1.091
24 H 0.83 2.60 -1.10  C8 1.084
25 H -0.92 0.51 -2.41  C9 1.091
26 H -2.15 2.19 -2.96  N10 1.017

LUMO level (eV): 3.31
Charge: -1
E_HOMO (hartree): -0.160

Atomic partial charges in e from the Löwdin method, atoms 1 to 2: atom 1 (C): -0.08, atom 2 (C): -0.30

***

Across the entries above, max |F| takes the values 6.8 1.6 eV Å⁻¹, respectively.